(1)
Molecular formula: C43H49LaN13OPSSe
Method: DFT, ωB97M-V/def2-TZVPD

Computed properties:
* net charge: 0
* energy relative to the best compared isomer or geometry (same formula, charge and spin): 10.9 kJ/mol

CARTESIAN COORDINATES (ANGSTROEM)
La (0.30, 0.08, -0.22)
C (-0.42, 6.44, 0.57)
C (-0.38, 5.75, 1.92)
N (-1.00, 4.44, 1.90)
C (-0.37, 3.31, 1.49)
S (-1.38, 1.89, 1.45)
N (0.88, 3.46, 1.11)
N (1.54, 2.32, 0.73)
C (2.77, 2.53, 0.41)
C (3.36, 3.91, 0.35)
C (3.66, 1.34, 0.28)
C (4.93, 1.43, -0.30)
C (5.76, 0.32, -0.29)
C (5.31, -0.84, 0.31)
C (4.02, -0.86, 0.81)
N (3.21, 0.19, 0.79)
H (0.11, 7.39, 0.60)
H (-1.45, 6.64, 0.26)
H (0.05, 5.81, -0.19)
H (-0.90, 6.34, 2.68)
H (0.66, 5.63, 2.24)
H (-1.97, 4.34, 2.12)
H (2.62, 4.60, -0.05)
H (4.26, 3.94, -0.25)
H (3.61, 4.25, 1.35)
H (5.26, 2.35, -0.76)
H (6.74, 0.38, -0.73)
H (5.93, -1.73, 0.36)
H (3.61, -1.77, 1.23)
C (3.40, 1.53, -3.75)
C (4.17, 0.40, -4.02)
C (3.90, -0.77, -3.35)
C (2.85, -0.84, -2.42)
N (2.13, 0.27, -2.16)
C (2.41, 1.40, -2.80)
C (2.55, -2.08, -1.66)
C (3.16, -3.27, -2.05)
C (2.96, -4.44, -1.32)
C (2.14, -4.41, -0.21)
C (1.50, -3.23, 0.14)
C (1.66, -2.03, -0.56)
H (3.57, 2.47, -4.24)
H (4.98, 0.45, -4.74)
H (4.51, -1.64, -3.53)
H (1.80, 2.26, -2.53)
H (3.80, -3.32, -2.92)
H (3.44, -5.36, -1.63)
H (1.98, -5.31, 0.37)
H (0.85, -3.25, 1.02)
C (-2.10, -2.81, -4.12)
C (-1.04, -2.12, -3.40)
N (-0.24, -1.54, -2.82)
H (-3.04, -2.64, -3.59)
H (-1.89, -3.88, -4.17)
H (-2.18, -2.41, -5.13)
C (0.70, -6.62, 4.27)
C (-0.37, -5.67, 4.75)
C (-0.07, -4.35, 5.06)
C (-1.05, -3.47, 5.49)
C (-2.37, -3.89, 5.57)
N (-3.41, -3.02, 5.97)
C (-3.50, -1.65, 5.82)
O (-4.16, -0.97, 6.57)
N (-2.78, -1.09, 4.78)
C (-2.50, -1.66, 3.52)
C (-3.23, -2.69, 2.95)
C (-2.84, -3.17, 1.71)
C (-1.75, -2.59, 1.08)
N (-1.07, -1.58, 1.61)
C (-1.42, -1.13, 2.81)
C (-2.68, -5.21, 5.27)
C (-1.69, -6.08, 4.87)
H (1.69, -6.17, 4.36)
H (0.55, -6.89, 3.23)
H (0.69, -7.54, 4.86)
H (0.95, -4.00, 4.99)
H (-0.79, -2.45, 5.75)
H (-4.09, -3.37, 6.63)
H (-2.74, -0.09, 4.84)
H (-4.09, -3.10, 3.45)
H (-3.39, -3.96, 1.23)
H (-1.43, -2.93, 0.10)
H (-0.85, -0.31, 3.22)
H (-3.71, -5.54, 5.33)
H (-1.95, -7.11, 4.64)
Se (-4.78, -1.11, -1.73)
C (-3.14, -0.59, -1.23)
N (-2.06, -0.26, -0.95)
C (-2.69, 4.83, -3.34)
N (-3.35, 3.65, -2.81)
C (-3.49, 2.66, -3.87)
N (-2.24, 2.32, -4.55)
C (-1.62, 3.55, -5.03)
N (-1.40, 4.56, -3.99)
C (-0.41, 4.12, -3.01)
P (-0.90, 2.57, -2.11)
C (-2.62, 3.10, -1.67)
C (-1.34, 1.61, -3.64)
H (-2.54, 5.55, -2.54)
H (-3.35, 5.27, -4.09)
H (-4.18, 3.07, -4.62)
H (-3.94, 1.75, -3.46)
H (-2.28, 3.99, -5.78)
H (-0.66, 3.31, -5.49)
H (-0.25, 4.92, -2.28)
H (0.55, 3.96, -3.51)
H (-2.55, 3.86, -0.88)
H (-3.15, 2.25, -1.23)
H (-1.81, 0.67, -3.33)
H (-0.42, 1.35, -4.17)

(2)
Molecular formula: C43H50BBaF4N10O6PS2
Method: DFT, ωB97M-V/def2-TZVPD

Computed properties:
* net charge: -2

CARTESIAN COORDINATES (ANGSTROEM)
Ba (0.26, 0.18, 0.71)
C (-1.80, -3.81, -1.28)
O (-1.48, -2.67, -2.06)
C (-2.45, -2.26, -2.91)
C (-3.25, -3.17, -3.61)
C (-4.25, -2.72, -4.46)
C (-4.49, -1.36, -4.59)
C (-3.71, -0.46, -3.87)
C (-2.68, -0.89, -3.05)
N (-1.78, 0.09, -2.52)
N (-2.21, 1.08, -1.88)
C (-3.45, 1.06, -1.20)
C (-3.75, 0.00, -0.30)
O (-2.99, -0.98, -0.08)
C (-4.99, 0.16, 0.45)
C (-5.79, 1.25, 0.33)
C (-5.44, 2.34, -0.52)
C (-6.26, 3.46, -0.67)
C (-5.93, 4.49, -1.52)
C (-4.71, 4.42, -2.24)
C (-3.89, 3.33, -2.12)
C (-4.23, 2.24, -1.26)
H (-1.63, -4.74, -1.84)
H (-2.83, -3.75, -0.94)
H (-1.14, -3.78, -0.42)
H (-3.07, -4.23, -3.50)
H (-4.85, -3.44, -5.01)
H (-5.28, -1.00, -5.23)
H (-3.90, 0.60, -3.94)
H (-5.26, -0.66, 1.10)
H (-6.71, 1.31, 0.89)
H (-7.19, 3.50, -0.11)
H (-6.58, 5.35, -1.63)
H (-4.43, 5.24, -2.89)
H (-2.96, 3.28, -2.66)
C (2.05, -2.15, -2.47)
C (2.30, -2.90, -1.21)
N (1.62, -2.76, -0.12)
C (2.08, -3.58, 0.89)
C (3.14, -4.36, 0.55)
S (3.58, -4.06, -1.07)
C (1.35, -3.57, 2.17)
C (1.73, -4.19, 3.32)
S (0.56, -3.90, 4.53)
C (-0.36, -2.96, 3.42)
N (0.16, -2.90, 2.24)
C (-1.65, -2.30, 3.79)
H (0.98, -1.98, -2.59)
H (2.45, -2.68, -3.34)
H (2.52, -1.17, -2.42)
H (3.66, -5.07, 1.16)
H (2.63, -4.74, 3.52)
H (-2.39, -3.03, 4.12)
H (-2.03, -1.75, 2.93)
H (-1.49, -1.59, 4.61)
F (2.40, 0.14, -0.14)
B (3.79, 0.52, -0.40)
F (4.43, -0.60, -0.92)
F (3.79, 1.56, -1.32)
F (4.35, 0.91, 0.80)
O (1.64, 0.54, -3.70)
P (1.57, 1.74, -4.56)
N (0.48, 1.49, -5.80)
C (-0.61, 0.51, -5.60)
C (-1.86, 1.25, -6.06)
C (-1.32, 2.12, -7.20)
C (0.02, 2.61, -6.63)
N (2.99, 2.13, -5.37)
C (3.32, 1.21, -6.48)
C (4.82, 0.91, -6.34)
C (5.06, 1.05, -4.84)
C (4.17, 2.24, -4.47)
N (1.10, 3.18, -3.87)
C (1.98, 4.01, -3.03)
C (1.03, 5.12, -2.53)
C (-0.38, 4.48, -2.57)
C (-0.13, 3.06, -3.05)
H (-0.65, 0.18, -4.56)
H (-0.44, -0.37, -6.23)
H (-2.24, 1.88, -5.26)
H (-2.65, 0.57, -6.37)
H (-1.97, 2.94, -7.48)
H (-1.14, 1.49, -8.08)
H (-0.12, 3.51, -6.02)
H (0.74, 2.84, -7.41)
H (3.08, 1.67, -7.44)
H (2.75, 0.28, -6.41)
H (5.41, 1.64, -6.89)
H (5.06, -0.09, -6.71)
H (6.11, 1.23, -4.59)
H (4.72, 0.17, -4.30)
H (4.69, 3.18, -4.66)
H (3.89, 2.20, -3.42)
H (2.80, 4.41, -3.62)
H (2.38, 3.44, -2.18)
H (1.09, 5.99, -3.18)
H (1.30, 5.43, -1.52)
H (-1.02, 5.02, -3.27)
H (-0.85, 4.48, -1.59)
H (-0.94, 2.65, -3.65)
H (0.02, 2.41, -2.19)
O (0.65, 4.92, 0.91)
C (0.53, 3.75, 0.69)
N (0.40, 2.59, 0.46)
C (-0.81, 3.10, 4.47)
N (-0.04, 1.87, 4.54)
C (0.93, 1.67, 5.48)
C (1.76, 0.62, 5.44)
C (1.70, -0.29, 4.29)
O (2.46, -1.25, 4.19)
N (0.75, -0.02, 3.33)
C (-0.14, 0.98, 3.47)
O (-1.08, 1.14, 2.66)
H (-0.77, 3.58, 5.45)
H (-1.83, 2.87, 4.20)
H (-0.40, 3.77, 3.71)
H (0.95, 2.40, 6.28)
H (2.51, 0.45, 6.20)

HOMO readings, ordered: -7.51; -2.11 eV